(1)
The following is a quantum chemistry calculation of C15H25CoN5O5 as an isolated structure, from OMol25.

The geometry in XYZ format:
```
51
C15H25CoN5O5 | OMol25 | ωB97M-V/def2-TZVPD
O -3.77888 -0.16008 -0.04709
H -4.57964 -0.16757 0.45485
Co -0.59856 -0.25764 -0.53603
N 0.57500 -1.24558 -1.58749
N 0.72159 1.16630 -1.48198
O 0.47600 -2.64100 -1.57241
O 1.17503 2.46109 -1.26501
C 1.12614 -0.73189 -2.69713
C 1.31253 0.67162 -2.58508
C 1.45356 -1.58445 -3.85657
C 2.10831 1.51201 -3.51710
H 0.95290 -2.56144 -3.76069
H 2.53796 -1.75040 -3.90390
H 1.12805 -1.11751 -4.79569
H 2.55402 2.37421 -2.99647
H 1.47653 1.90608 -4.33750
H 2.91245 0.90937 -3.98067
H -0.51273 -2.72890 -1.35138
H 0.64866 2.78105 -0.50281
O 3.52146 0.21008 0.27277
H 2.84555 -0.48027 0.44525
H 3.08866 0.83107 -0.30857
C -2.60265 1.16096 -1.16011
H -3.39015 1.29197 -0.45415
H -2.90383 0.49927 -1.95126
H -2.00134 1.99370 -1.42627
O -2.04448 -1.68669 -1.19879
H -2.47659 -2.57263 -1.13005
H -2.86957 -1.13795 -1.00644
N 1.28985 -0.43037 2.06450
C 0.26236 -1.38185 1.99982
C 0.19431 -2.50655 2.81648
C -1.02429 -3.18064 2.91988
C -2.14961 -2.69417 2.24457
C -1.94191 -1.61627 1.45632
N -0.74752 -1.13893 1.15105
C 0.93732 0.94874 2.11425
C 1.51754 1.75685 3.12780
C 0.99438 3.03803 3.28512
C -0.00688 3.48899 2.41968
C -0.43967 2.64687 1.41103
N 0.03024 1.41157 1.24920
H 2.00997 -0.69013 2.73229
H 1.10315 -2.76135 3.36930
H -1.09697 -4.04526 3.54107
H -3.13062 -3.17624 2.31964
H -2.65844 -1.03245 0.97439
H 2.29121 1.31673 3.76282
H 1.36255 3.69052 4.08338
H -0.46086 4.46893 2.50745
H -1.19208 2.94222 0.68773
```

Calculated values
**Charge**: +1
**Gap between HOMO and LUMO (spin up / spin down)**: 0.2418 / 0.2183 hartree
**Multiplicity**: 5
**HOMO level (spin up / spin down)**: -10.89 / -10.55 eV

natural (NBO) population analysis, charges in e, atoms 1 to 4:
1 O -1.18
2 H 0.47
3 Co 1.46
4 N -0.27

=====

(2)
The following is a quantum chemistry calculation of a 3-piece molecular cluster, C15H25F3O6 overall, from OMol25.

The geometry in XYZ format:
```
49
C15H25F3O6 | OMol25 | ωB97M-V/def2-TZVPD
O -0.14191 -1.27257 -0.85433
C 0.94103 -0.83301 -0.38033
C 1.82642 0.42513 -0.86179
C 3.38559 0.06975 -0.53943
C 3.12442 -1.16617 0.45430
C 3.75365 -2.61308 0.13543
C 4.27889 -2.81826 -1.36801
C 3.11590 -2.82509 -2.47932
F 3.55955 -3.73651 -3.50901
F 1.88891 -3.35046 -1.96440
F 2.93279 -1.57695 -3.13256
O 1.71271 -1.38122 0.71398
H 1.79927 0.68653 -1.97551
H 1.38157 1.26634 -0.21780
H 4.10301 -0.03953 -1.41543
H 3.70003 0.94668 0.14687
H 3.63845 -0.83251 1.41715
H 3.00906 -3.46423 0.36103
H 4.63147 -2.76403 0.86567
H 4.73791 -3.88054 -1.40652
H 5.13906 -2.10632 -1.62081
C -0.88261 5.55134 3.28079
C -0.21012 5.51075 1.92395
O 1.04929 4.82399 1.99413
C 1.19156 3.49015 1.90270
C -0.02678 2.61700 2.00626
O 2.29964 3.00076 1.81272
H -1.11431 4.54870 3.64603
H -1.81255 6.12359 3.23228
H -0.22345 6.01284 4.02000
H -0.84885 5.08096 1.14918
H 0.01645 6.53112 1.60557
H -0.14803 2.29257 3.04079
H 0.12057 1.74252 1.36906
H -0.94281 3.09172 1.66206
C -4.67285 -3.76206 -1.39224
C -5.49926 -2.49295 -1.43201
O -5.30101 -1.71295 -0.24385
C -4.29366 -0.83601 -0.07123
C -3.14392 -0.84606 -1.03776
O -4.28588 -0.10304 0.89383
H -3.60314 -3.54545 -1.35743
H -4.87111 -4.37814 -2.27324
H -4.90744 -4.34254 -0.49672
H -5.31402 -1.89686 -2.32833
H -6.55973 -2.75614 -1.45059
H -2.34671 -1.47416 -0.63996
H -2.77638 0.17653 -1.14762
H -3.41070 -1.18217 -2.03755
```

Calculated values
**Charge**: 0
**Gap between HOMO and LUMO**: 0.3877 hartree
**HOMO level**: -9.88 eV
**Structure (SMILES)**: O=C1CC[C@H](CCC(F)(F)F)O1.CCOC(C)=O.CCOC(C)=O

natural (NBO) population analysis, charges in e, atoms 1 to 4:
1 O -0.57
2 C 0.81
3 C -0.53
4 C -0.45

=====

(3)
The following is a quantum chemistry calculation of one molecule with the formula C15H25N5O3, from OMol25.

The geometry in XYZ format:
```
48
C15H25N5O3 | OMol25 | ωB97M-V/def2-TZVPD
C -2.84727 3.67343 -0.40463
N -1.89784 2.73870 0.07228
C -0.69845 2.97367 0.64120
O -0.30159 4.10720 0.76353
C 0.23897 1.78520 0.98547
C 0.55834 1.66993 2.50146
C 1.87539 0.94202 3.03885
C 1.98979 -0.45593 2.41930
C 1.83678 0.58381 4.57307
N -0.06965 0.48305 0.27195
C 0.30957 0.06222 -0.98671
O 0.94739 0.79529 -1.72964
C -0.30945 -1.31814 -1.45688
C 0.68492 -2.20205 -2.23690
C 1.15075 -1.75737 -3.59789
C 0.96001 -2.29766 -4.77461
N 1.33232 -1.45183 -5.80950
C 1.67444 -0.34448 -5.15804
N 1.60759 -0.46817 -3.88358
N -0.87921 -2.19469 -0.31733
C -2.12655 -1.90197 0.11976
C -2.83900 -2.94169 0.94882
O -2.70657 -0.87739 -0.06837
H -3.77330 3.41859 0.08789
H -2.99188 3.47169 -1.48129
H -2.45519 4.64342 -0.39800
H -2.13686 1.82738 0.01424
H 1.26790 2.15650 0.60915
H 0.55660 2.70464 2.95291
H -0.20307 1.07668 2.97681
H 2.76263 1.58117 2.84375
H 1.14400 -1.03072 2.61221
H 2.72241 -0.97019 3.01598
H 2.29670 -0.34997 1.32083
H 0.90565 0.17304 4.86353
H 2.02060 1.50535 5.14890
H 2.68142 -0.08422 4.80049
H -0.71066 -0.04408 0.82819
H -1.11996 -1.01450 -2.11806
H 0.15476 -3.14672 -2.39497
H 1.49998 -2.34762 -1.55853
H 0.74136 -3.31291 -4.79732
H 1.80143 0.54280 -5.71838
H 1.81139 0.21675 -3.14632
H -0.42360 -3.04498 -0.01042
H -2.76758 -2.61118 1.93813
H -3.87259 -2.96729 0.74634
H -2.40281 -3.99676 0.95235
```

Calculated values
**Charge**: 0
**Gap between HOMO and LUMO**: 0.3284 hartree
**HOMO level**: -8.70 eV
**Structure (SMILES)**: CNC(=O)[C@@H](CC(C)C)NC(=O)[C@@H](Cc1cnc[nH]1)NC(C)=O

natural (NBO) population analysis, charges in e, atoms 1 to 4:
1 C -0.41
2 N -0.59
3 C 0.66
4 O -0.63